Computed, not measured: one molecule with the formula C9H17NO at a distorted geometry, with ωB97M-V/def2-TZVPD.

Values from the calculation:
* E_LUMO: 1.1 eV
* structure (SMILES): CON1[C@H]2CCC[C@H]1CCC2
* charge: 0
* DFT total energy: -13141.9853 eV

Bonds (Å) are listed after each position.
Geometry (Å):
1 C -2.525 0.490 -1.608  O2 1.427, H12 1.102, H13 1.070, H14 1.078
2 O -1.909 0.586 -0.325  C1 1.427, N3 1.456
3 N -0.508 0.200 -0.421  O2 1.456, C4 1.493, C8 1.455
4 C 0.605 0.896 0.289  N3 1.493, C5 1.494, C11 1.492, H15 1.117
5 C 0.061 1.398 1.587  C4 1.494, C6 1.577, H16 1.107, H17 1.075
6 C -0.538 0.087 2.226  C5 1.577, C7 1.602, H18 1.121, H19 1.080
7 C -0.287 -1.325 1.511  C6 1.602, C8 1.606, H20 1.082, H21 1.104
8 C -0.256 -1.195 -0.090  N3 1.455, C7 1.606, C9 1.566, H22 1.090
9 C 1.109 -1.450 -0.815  C8 1.566, C10 1.620, H23 1.091, H24 1.091
10 C 1.857 -0.158 -1.443  C9 1.620, C11 1.590, H25 1.088, H26 1.090
11 C 1.539 1.268 -0.814  C4 1.492, C10 1.590, H27 1.098, H28 1.129
12 H -3.010 -0.499 -1.640  C1 1.102
13 H -1.815 0.593 -2.403  C1 1.070
14 H -3.305 1.231 -1.663  C1 1.078
15 H 1.371 0.268 0.807  C4 1.117
16 H 0.911 1.745 2.207  C5 1.107
17 H -0.685 2.161 1.461  C5 1.075
18 H -1.649 0.230 2.248  C6 1.121
19 H -0.263 -0.008 3.265  C6 1.080
20 H 0.685 -1.691 1.813  C7 1.082
21 H -1.035 -2.051 1.875  C7 1.104
22 H -1.002 -1.872 -0.508  C8 1.090
23 H 1.749 -1.949 -0.086  C9 1.091
24 H 0.808 -2.141 -1.604  C9 1.091
25 H 1.602 -0.129 -2.500  C10 1.088
26 H 2.932 -0.332 -1.394  C10 1.090
27 H 1.070 1.918 -1.564  C11 1.098
28 H 2.488 1.729 -0.412  C11 1.129

Löwdin population analysis, charges in e, atoms 1 to 5: number 1, C, carries -0.08; number 2, O, carries -0.14; number 3, N, carries -0.10; number 4, C, carries -0.35; number 5, C, carries -0.14